Computed, not measured: C30H25As2F12HgN5O10 as an isolated structure in a non-equilibrium geometry, with ωB97M-V/def2-TZVPD.

Geometry as XYZ:
```
85
Properties=species:S:1:pos:R:3
Hg 0.16926 -0.71829 -1.54982
As 1.95038 -3.49843 -1.97578
F 3.59686 -3.81289 -2.36708
F 1.60085 -3.45959 -3.69911
F 0.27349 -3.01040 -1.52037
F 2.28056 -3.42685 -0.28709
F 2.19684 -1.73514 -2.16420
F 1.56037 -5.17438 -1.87453
As -2.71875 -0.20094 -4.19941
F -3.98270 -0.61254 -3.10482
F -1.48956 -0.75046 -2.94463
F -1.38788 0.19740 -5.23415
F -3.88815 0.29496 -5.39524
F -2.57085 1.38807 -3.49060
F -2.77310 -1.83294 -4.76872
C -2.82770 3.37695 3.19698
C -2.03911 4.32632 2.56647
C -1.29838 4.06653 1.40984
C -1.42227 2.79173 0.85831
C -2.14867 1.82300 1.53232
C -2.86378 2.09639 2.67880
N -0.54524 2.45914 -0.26361
O 0.25237 3.26429 -0.66141
O -0.64331 1.32482 -0.72381
H -3.41369 3.62369 4.07172
H -1.88568 5.31484 2.98080
H -0.56294 4.78069 1.07227
H -2.12291 0.84870 1.05641
H -3.33968 1.24768 3.15030
C 2.01462 -4.00228 4.92895
C 2.09607 -4.25875 3.57649
C 1.52330 -3.34544 2.71232
C 1.05788 -2.11647 3.17301
C 1.08873 -1.79838 4.53755
C 1.62402 -2.74789 5.39506
N 0.50410 -1.18215 2.21176
O -0.04586 -0.18232 2.61810
O 0.57559 -1.45786 1.02742
H 2.30112 -4.60216 5.78690
H 2.48241 -5.22249 3.27487
H 1.50427 -3.64624 1.67297
H 0.75275 -0.84452 4.91670
H 1.72456 -2.51545 6.44618
C 0.18902 5.65932 -4.34142
C -0.49569 4.44025 -4.52947
C 0.19569 3.29426 -4.16117
C 1.46000 3.37115 -3.55252
C 2.18014 4.53775 -3.55991
C 1.51044 5.68787 -3.96422
N 2.08702 2.15246 -3.05895
O 1.35966 1.19057 -2.89637
O 3.28785 2.12052 -2.91884
H -0.34446 6.57038 -4.58610
H -1.43919 4.24583 -5.01552
H -0.32704 2.34598 -4.20632
H 3.21522 4.65087 -3.27536
H 2.08649 6.59435 -4.09931
C -6.67116 -2.69822 -0.09092
C -6.11816 -1.45896 -0.42176
C -4.75283 -1.25331 -0.27924
C -3.92217 -2.27001 0.18662
C -4.48762 -3.50614 0.45571
C -5.84481 -3.71330 0.29165
N -2.52996 -2.00848 0.51885
O -1.92195 -1.25350 -0.22694
O -2.07716 -2.51173 1.51837
H -7.74215 -2.80361 -0.20744
H -6.68571 -0.63822 -0.83457
H -4.34977 -0.29766 -0.58603
H -3.85902 -4.32478 0.78376
H -6.18057 -4.73511 0.41799
C 6.05495 -0.75954 2.31849
C 5.98364 0.63162 2.23245
C 4.80767 1.14039 1.71947
C 3.77548 0.31171 1.27143
C 3.92098 -1.06436 1.33797
C 5.05224 -1.61903 1.90135
N 2.58466 0.90878 0.68421
O 2.14558 0.47962 -0.36638
O 2.01092 1.75699 1.34850
H 6.91267 -1.27829 2.73786
H 6.84752 1.23514 2.45771
H 4.69751 2.19464 1.48707
H 3.12712 -1.69851 0.95555
H 5.09675 -2.69762 1.92568
```

Computed properties:
Total energy, eV: -217894.1357
Kohn-Sham gap, eV: 8.388